Version 1
The following is a quantum chemistry calculation of one molecule with the formula C15H24O2, from the Open Molecules 2025 dataset.

```
! wB97M-V def2-TZVPD RIJCOSX def2/J DEFGRID3
* xyz 0 1
C -0.99322 0.04824 -2.17330
H -0.84143 -1.05288 -4.01445
H -1.15265 -1.81766 2.98899
C -0.46892 1.33009 -1.48138
H 1.19390 -4.70559 1.96862
C 0.93027 1.63702 -1.46146
H 0.16545 5.33992 1.06710
H -0.38878 -4.36137 2.72692
H 2.47440 3.00567 -0.73376
H 0.34027 -1.72818 3.95553
C -0.07051 -2.62959 0.64345
C -0.20404 -0.37516 -3.43128
H 1.39721 5.57201 -0.18829
C 0.02764 -1.30179 -0.14765
H 2.05914 -1.20733 1.58797
C 0.62322 -2.57989 2.00006
H 1.71816 4.55660 1.28884
C 0.49919 3.66048 -0.23642
C 0.98315 4.84819 0.51930
H 0.10665 -0.63694 2.60619
H 0.95691 -1.32058 -0.73936
H 1.62558 0.93502 -1.90030
H -2.05086 -0.98322 -0.58906
C -1.38052 2.24487 -0.90213
C -0.05892 -1.63235 2.94213
H 0.07585 -0.44618 0.53126
O -2.71819 2.00181 -0.80540
O 2.01379 -2.17453 1.80567
C 0.62781 -4.00352 2.61303
C 1.41275 2.78669 -0.79680
H -2.92227 1.13348 -1.22404
H -1.63773 4.08958 0.14627
H 0.70359 -0.91387 -3.16916
H 0.35187 -3.46466 0.04738
C -1.14989 -1.11153 -1.15106
C -0.87733 3.40272 -0.31941
H 0.06446 0.50772 -4.02465
H -1.98614 0.22473 -2.61213
H 1.12484 -4.00992 3.57675
H -1.18442 -2.82409 0.76521
H -1.39027 -2.04399 -1.67916
*
```

As for the HOMO energy: -8.462 eV. The calculation puts the LUMO energy at 0.69 eV. The HOMO-LUMO gap comes out at 0.3363 Eh. The SMILES is Cc1ccc([C@@H](C)CCCC(C)(C)O)c(O)c1.

Atomic partial charges in e from the Mulliken method, atoms 1 to 5:
1. C -0.231
2. H 0.458
3. H 0.311
4. C 0.470
5. H 0.390

Version 2
The following is a quantum chemistry calculation of one molecule with the formula C15H24O2, from the Open Molecules 2025 dataset.

```
! wB97M-V def2-TZVPD RIJCOSX def2/J DEFGRID3
* xyz 0 1
H -1.09928 -1.91534 3.61227
H 0.77424 3.86779 -4.20505
H -0.06694 -3.84168 1.50933
O -0.54142 1.13946 -0.96707
C -0.24588 1.10955 -2.26679
C 0.14167 3.15169 -3.79998
H 1.49590 1.51276 -3.49491
C 0.58630 0.48591 2.25126
C -0.23750 -0.03141 3.41036
H -0.55710 4.41900 -2.15613
H -0.04215 1.13482 1.58373
H -1.69163 3.14357 -2.77614
H 1.48015 2.49844 -2.04262
H 2.34095 -0.65912 1.61227
C 1.19184 -0.81310 1.56122
C -1.33728 0.08120 -0.39182
H 1.07431 -3.19278 -0.75213
H -2.25012 0.04662 -1.02711
C -0.55796 -1.27236 -0.30884
C 0.84402 2.09193 -2.87165
H 0.21054 0.53594 4.28823
H 0.36653 -1.90238 4.52223
C -0.95560 3.90334 -3.04152
O -0.83195 0.40917 -3.14279
C -1.11822 -2.33699 0.54599
H -1.78382 0.46001 0.57514
H -1.43651 4.53934 -3.78223
H 1.39948 1.05727 2.66457
H 2.19169 -2.88406 0.50633
C 0.76649 -1.96043 2.38719
H -1.87181 -2.03524 1.25571
C 1.18889 -2.65242 0.14869
H -0.51209 -1.66746 -1.28491
C 0.08337 -2.80338 1.30234
H -1.54658 -3.10597 -0.14217
H 1.70706 -2.40379 2.90825
H -0.24366 2.60803 -4.73767
H -1.21908 0.33531 3.36440
C -0.11869 -1.49760 3.57008
C 0.89523 -1.12586 0.11264
H 1.52661 -0.42976 -0.50070
*
```

As for the HOMO energy: -9.934 eV. The calculation puts the LUMO energy at 0.82 eV. The HOMO-LUMO gap comes out at 0.3952 Eh. The SMILES is CCCC(=O)OC[C@@H]1C[C@H]2C[C@@H]1[C@H]1CCC[C@@H]21.

Atomic partial charges in e from the Mulliken method, atoms 1 to 5:
1. H 0.278
2. H 0.471
3. H 0.484
4. O -0.296
5. C 0.631

Each structure's energy above the most stable one, in kJ/mol: version 1 0.0; version 2 191.8.